Formula: C32H48O3RhSSe
Source: the OMol25 dataset
Level of theory: ωB97M-V/def2-TZVPD

Each line ends with the Löwdin spin population.
Cartesian coordinates (Å):
Rh1 -0.65 -0.95 -2.71  2.309
C1 0.60 -1.82 4.59  0.000
C2 1.91 -1.76 3.79  0.002
C3 2.74 -0.58 4.31  0.001
C4 2.68 -3.07 4.03  0.001
C5 1.66 -1.58 2.30  0.017
C6 0.39 -1.50 1.75  0.005
C7 0.25 -1.32 0.38  0.031
Se1 -1.54 -1.14 -0.29  0.134
C8 -1.71 0.78 -0.15  0.148
C9 -1.80 1.33 1.08  0.032
C10 -1.91 2.73 1.24  0.213
C11 -1.99 3.52 0.07  -0.010
C12 -1.94 3.03 -1.21  0.144
C13 -1.69 1.59 -1.35  0.129
O1 -1.44 1.09 -2.48  0.356
C14 -2.08 4.01 -2.37  0.013
C15 -0.91 5.01 -2.31  0.008
C16 -2.11 3.40 -3.77  0.000
C17 -3.41 4.78 -2.18  0.007
C18 -1.95 3.39 2.60  0.025
C19 -0.79 4.40 2.69  0.014
C20 -3.29 4.14 2.75  0.015
C21 -1.81 2.39 3.74  0.000
C22 1.33 -1.23 -0.52  0.011
O2 1.14 -1.05 -1.83  0.248
C23 2.63 -1.34 0.03  0.019
C24 2.73 -1.50 1.41  -0.002
C25 3.95 -1.27 -0.76  0.002
C26 4.75 -2.55 -0.50  0.001
C27 4.75 -0.06 -0.26  0.001
C28 3.81 -1.13 -2.28  0.001
H1 0.83 -1.93 5.65  0.000
H2 0.02 -0.90 4.47  0.000
H3 -0.02 -2.66 4.29  0.000
H4 2.93 -0.69 5.38  0.000
H5 3.70 -0.50 3.80  0.000
H6 2.21 0.37 4.16  0.000
H7 2.87 -3.20 5.10  0.000
H8 2.11 -3.93 3.67  0.000
H9 3.64 -3.07 3.51  0.000
H10 -0.49 -1.57 2.36  0.002
H11 -1.79 0.69 1.95  0.000
H12 -2.11 4.58 0.20  -0.003
H13 0.05 4.49 -2.43  0.000
H14 -1.00 5.73 -3.12  0.001
H15 -0.88 5.56 -1.37  0.000
H16 -1.16 2.93 -4.03  0.000
H17 -2.90 2.66 -3.88  0.000
H18 -2.30 4.20 -4.48  0.000
H19 -3.45 5.32 -1.24  0.000
H20 -3.52 5.50 -2.99  0.001
H21 -4.26 4.09 -2.22  0.000
H22 -0.86 5.18 1.93  0.000
H23 -0.81 4.89 3.66  0.002
H24 0.18 3.90 2.57  0.000
H25 -3.42 4.91 2.00  0.000
H26 -4.13 3.44 2.69  0.000
H27 -3.32 4.62 3.73  0.002
H28 -0.86 1.84 3.68  0.000
H29 -1.81 2.92 4.69  0.000
H30 -2.63 1.67 3.76  0.000
H31 3.73 -1.57 1.82  0.000
H32 4.98 -2.70 0.56  0.000
H33 4.20 -3.43 -0.85  0.000
H34 5.70 -2.51 -1.04  0.000
H35 4.97 -0.12 0.80  0.000
H36 5.69 0.01 -0.80  0.000
H37 4.19 0.87 -0.44  0.000
H38 3.26 -1.97 -2.72  0.000
H39 3.30 -0.21 -2.56  0.000
H40 4.81 -1.11 -2.71  0.000
O3 -1.63 -2.46 -3.83  0.105
S1 -2.50 -3.53 -3.15  0.008
C29 -2.90 -4.65 -4.53  0.003
C30 -2.24 -5.99 -4.24  0.001
C31 -0.93 -5.67 -3.51  0.000
C32 -1.33 -4.70 -2.41  0.003
H41 -2.44 -4.14 -5.38  0.000
H42 -3.97 -4.68 -4.67  0.000
H43 -2.07 -6.54 -5.16  0.000
H44 -2.88 -6.61 -3.60  0.000
H45 -0.22 -5.21 -4.19  0.000
H46 -0.46 -6.56 -3.09  0.000
H47 -0.52 -4.10 -1.99  0.000
H48 -1.86 -5.20 -1.59  0.000

* ⟨S²⟩: 6.0408
* multiplicity: 5
* HOMO energy (spin up / spin down): -10.36 / -10.40 eV
* frontier orbital gap (spin up / spin down): 8.4 / 5.3 eV
* charge: +1
* lowest unoccupied orbital energy (spin up / spin down): -2.0 / -5.1 eV
* energy above the lowest of the compared OMol25 structures with the same formula, charge and spin: 5.2 kJ/mol

Formula: C32H48O8
Source: the OMol25 dataset
Level of theory: ωB97M-V/def2-TZVPD

Each line ends with the natural charge from an NBO analysis.
Cartesian coordinates (Å):
C1 5.02 3.38 -0.63  -0.718
C2 5.61 2.01 -0.75  0.825
O1 5.50 1.30 -1.72  -0.640
O2 6.24 1.67 0.37  -0.511
C3 6.86 0.36 0.49  0.207
C4 7.21 0.22 1.97  -0.604
C5 8.12 0.32 -0.38  -0.630
C6 5.90 -0.72 0.08  -0.103
C7 4.58 -0.64 0.23  -0.355
C8 3.69 -1.62 -0.41  0.665
O3 3.90 -2.82 -0.43  -0.607
C9 2.52 -0.99 -1.20  0.134
C10 2.54 -1.66 -2.59  -0.617
O4 2.70 0.40 -1.36  -0.741
C11 1.17 -1.30 -0.50  -0.263
C12 1.27 -2.23 0.75  0.113
O5 1.31 -3.59 0.39  -0.738
C13 0.01 -1.95 1.60  -0.437
C14 -0.83 -0.98 0.74  0.026
C15 -1.64 -1.87 -0.22  -0.654
C16 -1.72 -0.02 1.54  -0.223
C17 -2.85 -0.71 2.32  -0.446
C18 -4.13 -0.86 1.56  -0.218
C19 -4.45 -0.21 0.45  0.131
C20 -3.50 0.77 -0.19  -0.281
C21 -4.27 2.00 -0.69  -0.398
C22 -5.34 1.58 -1.68  -0.413
C23 -6.36 0.70 -0.97  0.110
O6 -7.44 0.37 -1.81  -0.714
C24 -5.71 -0.57 -0.34  -0.134
C25 -6.79 -1.22 0.54  -0.612
C26 -5.31 -1.58 -1.43  -0.617
C27 -2.29 1.16 0.70  -0.167
C28 -2.67 2.28 1.71  -0.066
O7 -1.57 2.68 2.49  -0.728
C29 -1.24 1.74 -0.25  0.681
O8 -1.16 2.94 -0.42  -0.590
C30 -0.32 0.79 -0.98  -0.556
C31 0.29 -0.16 0.04  0.041
C32 1.09 0.71 1.02  -0.669
H1 3.93 3.29 -0.65  0.249
H2 5.31 3.98 -1.49  0.243
H3 5.33 3.86 0.29  0.233
H4 6.30 0.30 2.57  0.223
H5 7.66 -0.76 2.15  0.222
H6 7.90 1.00 2.27  0.219
H7 8.64 -0.62 -0.23  0.219
H8 8.78 1.14 -0.11  0.219
H9 7.85 0.40 -1.43  0.236
H10 6.33 -1.59 -0.40  0.220
H11 4.10 0.23 0.66  0.229
H12 2.42 -2.73 -2.50  0.229
H13 1.75 -1.25 -3.20  0.218
H14 3.50 -1.46 -3.08  0.209
H15 3.52 0.57 -1.84  0.501
H16 0.58 -1.84 -1.24  0.231
H17 2.17 -1.98 1.33  0.163
H18 2.18 -3.77 0.01  0.494
H19 0.27 -1.51 2.56  0.210
H20 -0.51 -2.89 1.78  0.230
H21 -1.10 -2.79 -0.43  0.226
H22 -1.87 -1.40 -1.17  0.198
H23 -2.58 -2.15 0.25  0.226
H24 -1.08 0.44 2.30  0.243
H25 -2.51 -1.70 2.63  0.220
H26 -3.05 -0.15 3.23  0.223
H27 -4.82 -1.57 2.00  0.207
H28 -3.10 0.28 -1.09  0.212
H29 -4.76 2.50 0.14  0.202
H30 -3.57 2.70 -1.16  0.226
H31 -5.85 2.46 -2.08  0.220
H32 -4.90 1.05 -2.53  0.188
H33 -6.81 1.28 -0.15  0.179
H34 -7.09 -0.06 -2.59  0.461
H35 -6.95 -0.64 1.44  0.212
H36 -6.52 -2.24 0.80  0.204
H37 -7.72 -1.24 -0.02  0.232
H38 -6.20 -1.96 -1.93  0.211
H39 -4.80 -2.42 -0.98  0.222
H40 -4.65 -1.14 -2.17  0.202
H41 -3.43 1.91 2.40  0.185
H42 -3.06 3.14 1.17  0.189
H43 -1.01 3.24 1.93  0.477
H44 -0.88 0.25 -1.74  0.228
H45 0.45 1.37 -1.49  0.252
H46 0.47 1.47 1.48  0.222
H47 1.56 0.13 1.81  0.209
H48 1.87 1.23 0.46  0.244

* multiplicity: 1
* HOMO energy: -8.92 eV
* frontier orbital gap: 9.2 eV
* lowest unoccupied orbital energy: 0.3 eV

Formula: C32H49AsN3O4PSi3Ti
Source: the OMol25 dataset
Level of theory: ωB97M-V/def2-TZVPD

Each line ends with the Mulliken charge.
Cartesian coordinates (Å):
Ti1 -0.57 0.28 0.34  -0.062
N1 -1.19 -0.03 -1.84  -0.337
C1 0.06 -0.39 -2.54  -0.104
C2 0.82 -1.38 -1.67  0.224
O1 1.38 -2.35 -2.16  -0.730
N2 0.74 -1.07 -0.35  0.377
C3 0.80 -2.18 0.59  -0.742
C4 -0.59 -2.34 1.23  0.532
O2 -0.81 -3.16 2.09  -0.682
O3 -1.48 -1.46 0.79  -0.459
H1 -1.87 -0.77 -1.92  0.323
H2 -1.59 0.81 -2.24  0.280
H3 0.67 0.50 -2.67  -0.228
H4 -0.12 -0.85 -3.51  0.434
H5 1.52 -1.99 1.39  0.191
H6 1.08 -3.11 0.10  0.495
O4 0.09 0.57 2.00  -0.485
N3 -0.50 2.08 -0.28  0.368
C5 -0.89 3.25 -0.10  -0.317
C6 -2.19 3.70 0.49  0.349
C7 -2.46 5.06 0.43  -0.659
C8 -3.66 5.58 0.90  -0.779
C9 -4.61 4.72 1.43  -0.740
C10 -4.35 3.36 1.50  -0.040
C11 -3.15 2.84 1.05  -0.102
P1 -2.88 1.03 1.18  2.577
C12 -3.00 0.66 2.96  0.664
C13 -2.98 -0.68 3.36  -0.639
C14 -2.95 -1.00 4.71  -0.936
C15 -2.95 0.00 5.67  -0.596
C16 -2.96 1.33 5.28  -0.738
C17 -2.98 1.66 3.93  -0.742
C18 -4.39 0.39 0.39  0.509
C19 -5.36 -0.36 1.05  -0.176
C20 -6.46 -0.83 0.35  -0.701
C21 -6.61 -0.55 -1.00  -0.537
C22 -5.65 0.20 -1.66  -0.847
C23 -4.54 0.66 -0.97  -0.635
H7 0.09 0.07 2.82  0.208
H8 -0.25 4.10 -0.42  -0.255
H9 -1.72 5.73 0.00  0.456
H10 -3.85 6.64 0.84  0.402
H11 -5.56 5.11 1.79  0.436
H12 -5.10 2.70 1.92  0.492
H13 -2.93 -1.47 2.62  0.572
H14 -2.92 -2.05 5.00  0.446
H15 -2.92 -0.26 6.72  0.403
H16 -2.93 2.12 6.02  0.425
H17 -2.97 2.70 3.64  0.360
H18 -5.25 -0.58 2.10  0.401
H19 -7.21 -1.42 0.87  0.435
H20 -7.47 -0.92 -1.54  0.393
H21 -5.76 0.43 -2.71  0.433
H22 -3.80 1.27 -1.48  0.405
C24 6.74 0.57 -1.97  -1.158
Si1 4.99 0.07 -2.44  0.273
C25 4.82 0.06 -4.31  -1.125
C26 4.71 -1.66 -1.81  -1.003
As1 3.27 1.49 -1.65  0.235
Si2 3.69 3.47 -2.83  0.242
C27 5.48 3.89 -3.19  -1.002
C28 2.77 3.28 -4.46  -1.130
C29 2.94 4.92 -1.90  -0.612
Si3 3.89 1.99 0.56  0.105
C30 2.62 3.13 1.33  -0.475
C31 5.57 2.82 0.70  -0.948
C32 3.86 0.38 1.53  -0.440
H23 7.45 0.04 -2.61  0.394
H24 6.96 0.29 -0.94  0.313
H25 6.93 1.64 -2.08  0.295
H26 5.51 -0.67 -4.74  0.415
H27 5.05 1.04 -4.75  0.254
H28 3.81 -0.22 -4.61  0.313
H29 5.41 -2.33 -2.32  0.409
H30 3.70 -2.03 -1.98  0.170
H31 4.93 -1.73 -0.74  0.315
H32 5.98 3.12 -3.79  0.272
H33 6.06 4.03 -2.28  0.276
H34 5.51 4.83 -3.76  0.372
H35 3.08 2.39 -5.01  0.299
H36 2.93 4.15 -5.10  0.384
H37 1.69 3.20 -4.28  0.272
H38 3.53 5.17 -1.02  0.278
H39 1.92 4.71 -1.59  -0.203
H40 2.92 5.80 -2.56  0.403
H41 2.54 4.10 0.82  0.236
H42 2.88 3.32 2.37  0.424
H43 1.64 2.65 1.32  -0.347
H44 5.61 3.74 0.11  0.198
H45 6.38 2.17 0.35  0.257
H46 5.77 3.08 1.74  0.407
H47 2.83 0.16 1.80  -0.158
H48 4.45 0.46 2.44  0.497
H49 4.24 -0.47 0.95  -0.032

* multiplicity: 1
* HOMO energy: -7.81 eV
* frontier orbital gap: 7.3 eV
* lowest unoccupied orbital energy: -0.5 eV
* energy above the lowest of the compared OMol25 structures with the same formula, charge and spin: 0.0 kJ/mol

Formula: C32H49BCl28FI2NO6S
Source: the OMol25 dataset
Level of theory: ωB97M-V/def2-TZVPD

Each line ends with the Mulliken charge.
Cartesian coordinates (Å):
C1 -2.45 -6.84 0.09  -0.883
C2 -3.61 -5.82 -0.52  -0.468
C3 -3.37 -4.34 0.19  -0.368
C4 -3.99 -3.10 -0.68  -0.238
C5 -4.41 -1.87 0.32  -0.661
C6 -3.67 -0.46 -0.05  0.069
C7 -2.89 0.10 1.33  -0.911
I1 -4.47 1.40 2.26  -0.066
O1 -1.80 1.01 1.09  -0.117
C8 -0.44 0.49 1.26  0.238
B1 -0.21 -1.05 0.67  0.992
C9 -0.36 -1.46 -0.95  -0.533
O2 0.10 -2.24 1.55  -0.588
C10 0.14 0.72 2.77  0.836
C11 -0.87 0.18 3.99  -0.644
C12 1.61 0.11 3.11  1.066
C13 1.62 -1.10 4.25  -0.646
C14 0.42 1.46 0.19  -0.370
C15 0.14 3.09 0.48  -0.119
C16 1.51 3.95 0.73  -0.699
C17 2.16 3.80 2.23  0.358
C18 3.47 4.79 2.35  -0.414
N1 3.83 5.20 3.76  0.252
C19 5.37 5.21 3.79  -0.745
C20 3.43 4.19 4.80  0.327
C21 4.01 2.66 4.98  -0.597
O3 2.48 4.59 5.70  -0.538
O4 1.83 1.13 0.09  0.371
C22 2.30 0.91 -1.28  0.268
C23 2.14 2.17 -2.31  -0.643
C24 2.58 1.71 -3.86  -0.375
C25 2.65 3.12 -4.77  -0.856
I2 1.22 0.28 -4.79  0.071
S1 4.18 0.60 -1.13  1.252
O5 4.45 0.28 0.39  -0.586
O6 4.64 -0.58 -2.01  -0.454
F1 5.08 2.07 -1.43  -0.350
H1 -2.44 -6.70 1.27  0.240
H2 -1.40 -6.60 -0.38  0.218
H3 -2.73 -7.99 -0.09  0.313
H4 -3.54 -5.77 -1.69  0.253
H5 -4.66 -6.30 -0.21  0.265
H6 -3.81 -4.40 1.28  0.361
H7 -2.20 -4.21 0.26  -0.119
H8 -3.18 -2.71 -1.45  0.269
H9 -4.93 -3.44 -1.30  0.354
H10 -4.16 -2.24 1.43  0.295
H11 -5.59 -1.73 0.32  0.334
H12 -4.54 0.30 -0.33  0.565
H13 -2.97 -0.49 -0.98  -0.034
H14 -2.76 -0.73 2.14  0.366
H15 -0.85 -0.62 -1.59  0.057
H16 -1.06 -2.42 -1.01  0.016
H17 0.70 -1.82 -1.32  0.299
H18 0.54 -2.97 1.00  0.216
H19 0.21 1.89 2.98  -0.128
H20 -1.88 0.80 3.83  0.115
H21 -0.50 0.51 5.07  0.212
H22 -1.14 -0.95 3.90  -0.006
H23 2.26 0.98 3.60  -1.296
H24 2.23 -0.29 2.22  -0.057
H25 0.89 -1.98 4.02  0.127
H26 2.72 -1.56 4.20  0.400
H27 1.51 -0.64 5.33  -0.063
H28 -0.08 1.29 -0.88  -0.811
H29 -0.40 3.57 -0.47  0.191
H30 -0.56 3.27 1.41  0.366
H31 2.37 3.76 -0.04  -0.113
H32 1.20 5.10 0.62  0.399
H33 2.59 2.69 2.29  -0.368
H34 1.31 4.02 3.00  0.334
H35 3.31 5.72 1.66  0.191
H36 4.38 4.18 1.88  0.239
H37 5.72 5.46 4.88  0.149
H38 5.84 4.17 3.51  0.332
H39 5.80 6.00 3.01  0.257
H40 4.29 2.23 3.90  0.143
H41 4.90 2.57 5.73  0.361
H42 3.10 1.98 5.35  0.100
H43 1.88 -0.05 -1.81  -0.164
H44 2.83 3.10 -2.06  0.429
H45 1.05 2.57 -2.41  0.134
H46 3.70 1.29 -3.89  0.407
H47 3.10 2.93 -5.84  0.321
H48 3.27 3.95 -4.21  0.292
H49 1.54 3.47 -4.88  0.224
Cl1 -1.89 3.35 -5.55  -0.093
C26 -2.84 2.33 -4.44  0.028
Cl2 -4.35 3.18 -4.01  -0.106
Cl3 -3.23 0.79 -5.24  0.045
Cl4 -1.90 2.02 -2.97  0.055
Cl5 3.43 5.93 8.71  -0.094
C27 3.62 7.39 7.71  0.336
Cl6 2.21 7.57 6.63  -0.072
Cl7 3.75 8.82 8.77  -0.112
Cl8 5.10 7.25 6.73  -0.099
Cl9 -3.35 -0.85 -9.11  -0.098
C28 -4.30 -1.87 -8.01  0.213
Cl10 -5.81 -1.02 -7.58  -0.040
Cl11 -4.69 -3.41 -8.80  -0.056
Cl12 -3.36 -2.18 -6.53  -0.036
Cl13 -8.46 -4.87 -4.52  -0.103
C29 -8.26 -3.41 -5.52  0.270
Cl14 -9.67 -3.23 -6.60  -0.097
Cl15 -8.14 -1.98 -4.47  -0.090
Cl16 -6.78 -3.56 -6.50  0.024
Cl17 -0.94 -2.61 9.28  -0.106
C30 -1.25 -1.43 7.99  0.326
Cl18 -1.76 -2.29 6.51  -0.074
Cl19 -2.54 -0.31 8.50  -0.095
Cl20 0.24 -0.51 7.65  -0.086
Cl21 6.59 -2.72 -1.19  -0.068
C31 5.61 -4.18 -1.47  0.251
Cl22 3.88 -3.77 -1.29  -0.026
Cl23 5.91 -4.79 -3.11  -0.105
Cl24 6.05 -5.43 -0.28  -0.102
Cl25 -1.22 -7.30 -9.27  -0.092
C32 -1.91 -6.36 -10.62  0.330
Cl26 -3.59 -6.86 -10.90  -0.099
Cl27 -1.87 -4.62 -10.21  -0.046
Cl28 -0.95 -6.64 -12.09  -0.096

* multiplicity: 1
* HOMO energy: -9.28 eV
* frontier orbital gap: 8.2 eV
* lowest unoccupied orbital energy: -1.1 eV

How do the records compare in largest force on an atom? In the order shown, they have 0.22, 0.83, 0.56, 8.53 eV/A.
How do the records compare in electronic energy? In the order shown, they have -119288.226, -50343.588, -163523.049, -428796.413 eV.